{"formula": "C86H210F6LiN17O21S2", "method": "ωB97M-V with the def2-TZVPD basis set", "max_force_ev_per_a": 6.1, "de_lowest_ev": 5.218, "lumo_ev": 0.3, "energy_ev": -199076.5536, "species": ["Li", "C", "F", "F", "F", "S", "O", "O", "N", "S", "O", "O", "C", "F", "F", "F", "C", "C", "C", "O", "C", "N", "H", "H", "H", "H", "H", "H", "H", "H", "H", "H", "H", "C", "C", "C", "O", "C", "N", "H", "H", "H", "H", "H", "H", "H", "H", "H", "H", "H", "C", "C", "C", "O", "C", "N", "H", "H", "H", "H", "H", "H", "H", "H", "H", "H", "H", "C", "C", "C", "O", "C", "N", "H", "H", "H", "H", "H", "H", "H", "H", "H", "H", "H", "C", "C", "C", "O", "C", "N", "H", "H", "H", "H", "H", "H", "H", "H", "H", "H", "H", "C", "C", "C", "O", "C", "N", "H", "H", "H", "H", "H", "H", "H", "H", "H", "H", "H", "C", "C", "C", "O", "C", "N", "H", "H", "H", "H", "H", "H", "H", "H", "H", "H", "H", "C", "C", "C", "O", "C", "N", "H", "H", "H", "H", "H", "H", "H", "H", "H", "H", "H", "C", "C", "C", "O", "C", "N", "H", "H", "H", "H", "H", "H", "H", "H", "H", "H", "H", "C", "C", "C", "O", "C", "N", "H", "H", "H", "H", "H", "H", "H", "H", "H", "H", "H", "C", "C", "C", "O", "C", "N", "H", "H", "H", "H", "H", "H", "H", "H", "H", "H", "H", "C", "C", "C", "O", "C", "N", "H", "H", "H", "H", "H", "H", "H", "H", "H", "H", "H", "O", "H", "H", "C", "C", "C", "C", "C", "C", "N", "O", "C", "C", "C", "H", "H", "H", "H", "H", "H", "H", "H", "H", "H", "H", "H", "H", "H", "H", "H", "H", "H", "H", "C", "C", "C", "C", "C", "C", "N", "O", "C", "C", "C", "H", "H", "H", "H", "H", "H", "H", "H", "H", "H", "H", "H", "H", "H", "H", "H", "H", "H", "H", "C", "C", "C", "C", "C", "C", "N", "O", "C", "C", "C", "H", "H", "H", "H", "H", "H", "H", "H", "H", "H", "H", "H", "H", "H", "H", "H", "H", "H", "H", "C", "C", "C", "C", "C", "C", "N", "O", "C", "C", "C", "H", "H", "H", "H", "H", "H", "H", "H", "H", "H", "H", "H", "H", "H", "H", "H", "H", "H", "H"], "coordinates": [[-2.208, -20.205, -16.582], [-0.815, -20.426, -13.166], [-1.215, -20.919, -11.941], [0.336, -19.738, -12.966], [-0.582, -21.428, -14.049], [-2.067, -19.162, -13.818], [-3.300, -19.922, -13.886], [-1.951, -18.081, -12.877], [-1.618, -18.820, -15.469], [-1.119, -17.289, -15.458], [-2.163, -16.363, -15.272], [0.119, -16.977, -14.670], [-0.480, -16.944, -17.308], [-1.545, -17.074, -18.099], [0.091, -15.702, -17.385], [0.401, -17.844, -17.608], [2.402, -16.101, -20.123], [2.307, -14.552, -20.482], [2.998, -14.207, -21.853], [4.365, -14.527, -21.854], [4.911, -13.602, -22.811], [0.859, -14.298, -20.533], [3.425, -16.397, -19.887], [1.874, -16.702, -20.863], [1.845, -16.367, -19.224], [2.742, -13.949, -19.685], [2.825, -13.147, -22.036], [2.524, -14.664, -22.722], [5.968, -13.617, -23.075], [4.791, -12.613, -22.369], [4.472, -13.586, -23.808], [0.772, -13.328, -20.267], [0.455, -14.774, -19.739], [-5.825, -16.617, -19.449], [-6.059, -17.871, -18.491], [-7.422, -18.119, -17.932], [-8.292, -18.744, -18.908], [-9.667, -18.766, -18.599], [-5.434, -19.034, -19.043], [-6.049, -16.826, -20.495], [-4.793, -16.307, -19.285], [-6.270, -15.675, -19.129], [-5.386, -17.767, -17.640], [-7.799, -17.146, -17.616], [-7.324, -18.665, -16.994], [-10.177, -17.876, -18.231], [-9.985, -19.538, -17.899], [-10.319, -18.877, -19.465], [-5.619, -19.723, -18.328], [-6.138, -19.292, -19.720], [5.292, -13.889, -16.118], [6.233, -15.057, -16.423], [5.681, -16.222, -17.341], [5.025, -17.292, -16.573], [3.682, -16.874, -16.189], [7.379, -14.524, -17.122], [4.521, -14.021, -15.360], [4.734, -13.717, -17.038], [5.879, -13.003, -15.874], [6.692, -15.483, -15.531], [6.448, -16.871, -17.762], [5.119, -15.934, -18.229], [2.897, -16.848, -16.944], [3.550, -15.898, -15.722], [3.342, -17.494, -15.359], [7.246, -14.392, -18.115], [8.105, -15.225, -17.072], [-10.753, -22.120, -11.656], [-9.645, -21.906, -12.681], [-9.923, -20.468, -13.390], [-8.808, -19.874, -13.992], [-8.637, -18.507, -13.579], [-8.398, -21.738, -12.004], [-10.951, -21.287, -10.982], [-10.487, -23.033, -11.124], [-11.782, -22.359, -11.927], [-9.674, -22.720, -13.405], [-10.397, -19.853, -12.624], [-10.729, -20.713, -14.082], [-8.508, -18.531, -12.497], [-9.517, -17.940, -13.884], [-7.809, -18.043, -14.114], [-7.859, -21.180, -12.650], [-8.383, -21.132, -11.196], [-5.173, -18.875, -10.699], [-5.440, -17.577, -9.968], [-4.467, -17.157, -8.849], [-5.028, -16.014, -8.173], [-4.268, -15.819, -7.003], [-5.426, -16.542, -11.062], [-5.879, -19.044, -11.511], [-5.168, -19.828, -10.170], [-4.147, -18.807, -11.062], [-6.417, -17.509, -9.491], [-3.527, -16.870, -9.319], [-4.257, -18.018, -8.214], [-4.604, -14.935, -6.460], [-3.225, -15.611, -7.244], [-4.204, -16.514, -6.165], [-5.037, -15.771, -10.539], [-4.689, -16.574, -11.752], [-4.392, -23.122, -13.345], [-3.906, -24.560, -13.473], [-4.761, -25.772, -12.856], [-4.199, -27.079, -13.211], [-4.782, -28.172, -12.683], [-3.616, -24.639, -14.931], [-3.830, -22.357, -13.880], [-4.293, -22.813, -12.304], [-5.445, -22.954, -13.572], [-2.921, -24.704, -13.030], [-5.805, -25.759, -13.169], [-4.859, -25.605, -11.783], [-5.278, -27.877, -11.758], [-4.097, -28.900, -12.248], [-5.424, -28.665, -13.413], [-2.874, -25.307, -15.080], [-4.415, -25.112, -15.330], [-2.009, -13.390, -19.513], [-2.608, -13.941, -20.773], [-3.943, -13.256, -21.223], [-4.534, -13.919, -22.418], [-5.861, -13.384, -22.650], [-1.675, -13.604, -21.842], [-2.735, -13.364, -18.700], [-1.532, -12.424, -19.677], [-1.274, -14.145, -19.237], [-2.796, -15.010, -20.669], [-3.801, -12.178, -21.293], [-4.703, -13.467, -20.470], [-6.151, -13.730, -23.642], [-5.934, -12.307, -22.495], [-6.435, -13.834, -21.840], [-0.856, -13.958, -21.368], [-1.835, -14.184, -22.653], [-9.434, -11.915, -11.540], [-8.154, -12.628, -11.274], [-6.892, -11.845, -11.488], [-5.661, -12.573, -11.481], [-5.546, -13.412, -12.572], [-8.120, -13.068, -9.890], [-10.284, -12.568, -11.343], [-9.627, -11.780, -12.604], [-9.552, -10.998, -10.963], [-8.136, -13.506, -11.919], [-6.740, -11.038, -10.771], [-6.943, -11.331, -12.448], [-5.873, -14.450, -12.518], [-4.472, -13.574, -12.475], [-5.880, -13.039, -13.541], [-8.176, -12.184, -9.404], [-7.130, -13.261, -9.919], [3.062, -19.447, -22.764], [3.721, -19.973, -21.539], [2.715, -20.012, -20.402], [3.373, -20.747, -19.293], [4.153, -19.976, -18.459], [4.280, -21.245, -21.891], [3.817, -19.399, -23.549], [2.592, -18.469, -22.660], [2.197, -20.056, -23.028], [4.514, -19.271, -21.282], [1.859, -20.655, -20.608], [2.347, -19.018, -20.149], [4.038, -20.483, -17.501], [3.867, -18.963, -18.176], [5.220, -20.121, -18.630], [4.451, -21.665, -20.988], [3.677, -21.885, -22.387], [-7.730, -22.648, -15.634], [-6.559, -22.957, -16.533], [-6.593, -24.414, -17.147], [-6.584, -25.326, -16.097], [-6.087, -26.704, -16.317], [-6.557, -21.861, -17.488], [-7.555, -21.681, -15.162], [-7.778, -23.410, -14.856], [-8.721, -22.597, -16.086], [-5.556, -22.845, -16.122], [-5.777, -24.607, -17.843], [-7.585, -24.484, -17.594], [-6.444, -27.469, -15.628], [-5.043, -26.745, -16.005], [-6.157, -27.042, -17.351], [-7.372, -21.975, -18.073], [-6.945, -21.104, -16.943], [3.577, -20.548, -13.585], [4.504, -20.747, -12.410], [5.396, -22.009, -12.544], [5.943, -22.225, -11.227], [4.931, -22.451, -10.223], [5.375, -19.546, -12.459], [4.246, -20.549, -14.445], [3.280, -19.501, -13.524], [2.722, -21.223, -13.628], [3.949, -20.792, -11.472], [6.254, -21.851, -13.197], [5.004, -22.958, -12.912], [4.421, -21.597, -9.777], [5.545, -22.720, -9.363], [4.168, -23.211, -10.391], [4.662, -18.831, -12.483], [5.962, -19.367, -11.657], [-1.677, -20.428, -20.858], [-1.743, -20.675, -19.291], [-0.294, -20.545, -18.795], [-0.261, -20.772, -17.354], [1.167, -20.899, -16.916], [-2.634, -19.756, -18.669], [-1.435, -21.335, -21.412], [-0.909, -19.688, -21.082], [-2.660, -20.126, -21.217], [-2.025, -21.709, -19.092], [0.149, -19.582, -19.049], [0.239, -21.358, -19.289], [1.765, -21.472, -17.625], [1.156, -21.446, -15.974], [1.488, -19.891, -16.654], [-2.322, -18.820, -18.889], [-3.500, -19.817, -19.185], [-2.255, -22.253, -15.989], [-1.590, -22.307, -15.303], [-2.915, -22.899, -15.735], [-0.810, -21.923, -8.093], [0.030, -20.984, -7.192], [-0.420, -19.496, -7.570], [-1.799, -19.198, -7.095], [-1.737, -19.248, -5.577], [-1.411, -20.713, -5.034], [-0.158, -21.166, -5.727], [0.316, -22.533, -5.503], [-1.055, -20.717, -3.492], [-2.818, -21.525, -5.199], [1.574, -21.023, -7.623], [-0.835, -21.611, -9.137], [-1.795, -21.968, -7.629], [-0.304, -22.889, -8.108], [0.267, -18.725, -7.221], [-0.469, -19.384, -8.653], [-2.540, -19.686, -7.729], [-2.040, -18.144, -7.228], [-2.727, -18.915, -5.266], [-1.016, -18.532, -5.185], [-1.004, -21.698, -3.021], [-0.124, -20.195, -3.268], [-1.828, -20.183, -2.940], [-3.327, -21.467, -4.237], [-3.531, -21.209, -5.960], [-2.491, -22.542, -5.413], [2.238, -20.362, -7.067], [1.769, -20.831, -8.678], [1.883, -22.067, -7.577], [0.947, -22.444, -4.785], [4.890, -9.732, -16.264], [3.629, -9.444, -15.375], [2.836, -10.762, -15.404], [1.862, -11.133, -14.256], [2.654, -11.034, -12.948], [3.432, -9.695, -12.690], [4.104, -9.164, -13.936], [4.949, -8.159, -13.735], [2.510, -8.545, -12.158], [4.453, -9.962, -11.648], [2.757, -8.251, -15.876], [5.711, -9.016, -16.253], [4.657, -10.076, -17.271], [5.496, -10.580, -15.948], [2.209, -10.780, -16.296], [3.538, -11.588, -15.524], [1.596, -12.187, -14.340], [1.056, -10.406, -14.353], [3.482, -11.739, -13.017], [2.028, -11.296, -12.095], [1.882, -9.056, -11.428], [3.128, -7.702, -11.850], [1.799, -8.139, -12.878], [4.097, -10.219, -10.650], [5.240, -10.677, -11.887], [4.980, -9.023, -11.480], [2.225, -7.850, -15.013], [2.139, -8.552, -16.722], [3.452, -7.518, -16.285], [5.762, -8.647, -13.889], [4.664, -16.032, -12.011], [3.698, -15.693, -10.816], [3.941, -14.253, -10.435], [2.906, -13.570, -9.602], [1.501, -13.697, -10.252], [1.196, -15.193, -10.508], [2.353, -15.842, -11.268], [2.044, -17.121, -11.833], [0.882, -16.024, -9.202], [-0.049, -15.264, -11.333], [3.918, -16.650, -9.553], [5.681, -15.866, -11.654], [4.400, -15.407, -12.865], [4.534, -17.071, -12.313], [4.816, -14.179, -9.789], [4.302, -13.680, -11.289], [3.171, -12.520, -9.727], [3.060, -13.830, -8.554], [1.535, -13.270, -11.254], [0.749, -13.210, -9.632], [-0.008, -15.621, -8.718], [0.822, -17.110, -9.261], [1.569, -15.686, -8.426], [-0.310, -16.314, -11.466], [-0.956, -14.854, -10.889], [0.123, -14.803, -12.306], [3.525, -17.651, -9.733], [3.608, -16.299, -8.569], [4.998, -16.624, -9.406], [1.529, -16.856, -12.599], [1.977, -27.888, -12.351], [0.608, -27.495, -12.854], [-0.153, -26.702, -11.745], [0.335, -25.306, -11.677], [0.254, -24.615, -13.116], [1.076, -25.434, -14.166], [0.675, -26.771, -14.099], [1.166, -27.598, -15.211], [0.546, -24.895, -15.566], [2.522, -25.200, -13.967], [-0.180, -28.838, -13.073], [1.903, -28.328, -11.356], [2.572, -26.996, -12.155], [2.527, -28.603, -12.962], [-1.202, -26.688, -12.040], [0.027, -27.312, -10.859], [1.275, -25.246, -11.128], [-0.327, -24.739, -11.023], [0.587, -23.590, -12.949], [-0.795, -24.663, -13.409], [-0.496, -25.190, -15.684], [0.717, -23.825, -15.682], [0.951, -25.395, -16.446], [2.677, -24.980, -12.910], [3.049, -26.056, -14.390], [2.751, -24.278, -14.500], [0.337, -29.451, -13.811], [-1.157, -28.637, -13.511], [-0.349, -29.397, -12.152], [2.102, -27.663, -15.007]], "lowdin_charge": [0.585, -0.548, 0.110, 0.114, 0.089, 0.658, -0.299, -0.280, -0.362, 0.603, -0.277, -0.335, -0.617, 0.118, 0.115, 0.146, -0.042, -0.336, -0.225, -0.157, -0.117, 0.022, 0.064, 0.071, 0.035, 0.131, 0.109, 0.128, 0.084, 0.085, 0.088, 0.082, 0.039, -0.021, -0.428, -0.183, -0.164, -0.128, 0.040, 0.078, 0.054, 0.065, 0.135, 0.124, 0.114, 0.082, 0.079, 0.083, 0.048, 0.079, -0.067, -0.406, -0.151, -0.194, -0.093, 0.013, 0.054, 0.075, 0.065, 0.142, 0.116, 0.106, 0.061, 0.066, 0.078, 0.071, 0.072, -0.085, -0.409, -0.206, -0.234, -0.069, 0.042, 0.076, 0.077, 0.073, 0.119, 0.108, 0.115, 0.087, 0.087, 0.086, 0.047, 0.077, -0.061, -0.385, -0.197, -0.152, -0.139, 0.042, 0.068, 0.074, 0.065, 0.133, 0.127, 0.109, 0.086, 0.080, 0.080, 0.046, 0.064, -0.051, -0.333, -0.110, -0.202, -0.165, 0.051, 0.044, 0.079, 0.072, 0.108, 0.117, 0.119, 0.088, 0.085, 0.086, 0.072, 0.034, -0.063, -0.449, -0.165, -0.217, -0.101, 0.043, 0.087, 0.092, 0.041, 0.129, 0.123, 0.099, 0.087, 0.081, 0.072, -0.002, 0.075, -0.072, -0.484, -0.212, -0.172, -0.150, 0.054, 0.081, 0.078, 0.084, 0.138, 0.134, 0.119, 0.060, 0.095, 0.095, 0.067, 0.058, -0.077, -0.482, -0.139, -0.216, -0.136, 0.056, 0.088, 0.068, 0.082, 0.144, 0.110, 0.105, 0.077, 0.079, 0.096, 0.066, 0.078, -0.070, -0.404, -0.187, -0.216, -0.044, 0.036, 0.067, 0.074, 0.095, 0.117, 0.127, 0.122, 0.080, 0.060, 0.090, 0.074, 0.044, -0.056, -0.422, -0.163, -0.188, -0.118, 0.061, 0.085, 0.061, 0.070, 0.107, 0.123, 0.109, 0.065, 0.087, 0.086, 0.016, 0.078, -0.026, -0.410, -0.196, -0.265, -0.020, 0.022, 0.074, 0.070, 0.074, 0.143, 0.104, 0.122, 0.086, 0.062, 0.085, 0.065, 0.041, -0.086, 0.005, -0.008, -0.020, -0.443, -0.164, -0.224, -0.130, -0.406, -0.075, -0.029, -0.048, -0.024, -0.029, 0.074, 0.069, 0.075, 0.114, 0.108, 0.112, 0.092, 0.109, 0.120, 0.073, 0.075, 0.073, 0.066, 0.065, 0.067, 0.078, 0.067, 0.062, 0.092, -0.041, -0.420, -0.153, -0.148, -0.130, -0.477, -0.177, 0.001, -0.020, -0.067, -0.013, 0.073, 0.085, 0.058, 0.111, 0.087, 0.110, 0.112, 0.106, 0.101, 0.078, 0.081, 0.063, 0.086, 0.090, 0.078, 0.069, 0.076, 0.075, 0.107, -0.002, -0.492, -0.173, -0.171, -0.100, -0.460, -0.102, -0.015, -0.024, -0.055, -0.012, 0.088, 0.077, 0.040, 0.123, 0.110, 0.095, 0.112, 0.098, 0.124, 0.072, 0.075, 0.055, 0.072, 0.092, 0.091, 0.074, 0.061, 0.070, 0.064, -0.041, -0.508, -0.137, -0.172, -0.076, -0.549, -0.097, 0.008, -0.004, -0.024, -0.023, 0.088, 0.069, 0.089, 0.114, 0.123, 0.105, 0.104, 0.109, 0.092, 0.071, 0.064, 0.077, 0.075, 0.090, 0.087, 0.073, 0.076, 0.083, 0.069]}